Entry 1:
25 unconnected molecules or ions with the total composition C40H25Cl96INO2S at a distorted geometry, computed with wB97M-V/def2-TZVPD.

XYZ file:
```
166
Properties=species:S:1:pos:R:3:forces:R:3
C 5.2115 2.2505 -0.3096 -1.2 -0.6 -0.3
C 3.6355 2.1360 -0.7188 1.6 -0.6 0.3
C 3.4130 0.7629 -1.5398 -0.4 0.6 0.0
C 2.8135 2.2033 0.6659 -1.4 0.6 -0.3
C 1.4040 2.9301 0.4403 -3.3 0.3 -0.1
C 0.1107 2.0981 0.7089 0.9 2.2 -0.9
N -1.2413 2.6243 0.5091 3.9 3.0 -1.1
C -1.3790 3.9750 0.0386 1.0 1.5 -0.1
C -2.8578 4.5825 -0.2467 0.7 -1.2 -1.0
C -3.0315 4.4744 -1.8734 0.5 -0.8 0.6
C -4.4746 3.9218 -2.3237 0.6 1.0 0.3
I -4.1109 2.3570 -3.8481 -0.5 0.7 0.7
C -0.1906 4.9383 -0.2691 1.4 -3.7 1.2
C 1.2526 4.4032 -0.0660 -2.5 -1.9 1.0
C 2.5287 5.3371 -0.4101 -0.5 1.1 -2.0
O 2.3777 6.1271 -1.3730 0.8 -2.6 3.7
O 3.7003 5.1643 0.3521 -2.8 0.7 -1.6
C 4.6613 6.2412 0.1349 1.8 0.9 -0.2
C 5.4894 6.1239 -1.2464 0.3 0.2 -0.1
C 6.9323 5.4324 -1.0889 -0.9 -0.2 -0.3
S 7.6102 5.1982 -2.8390 -0.3 0.0 0.4
H 5.3539 3.1263 0.4080 0.0 -1.2 -1.1
H 5.4739 1.2697 0.2199 -0.1 1.4 -0.7
H 5.8113 2.3300 -1.2778 -0.5 0.0 1.5
H 3.4108 2.9954 -1.4409 0.0 -1.0 1.2
H 2.3171 0.7290 -1.9104 1.7 -0.2 0.6
H 3.6649 -0.1698 -0.9039 -0.5 1.6 -0.9
H 4.0807 0.7329 -2.4806 -1.1 0.3 1.7
H 3.3568 2.7966 1.4948 -0.7 -1.0 -1.5
H 2.5743 1.1483 1.0638 0.5 1.6 -0.6
H 0.1786 1.0022 1.0549 -0.2 2.0 -0.6
H -2.0950 2.0601 0.6904 0.9 0.4 -0.1
H -3.6412 3.9459 0.3118 1.2 1.0 -1.0
H -2.9550 5.6710 0.0795 0.4 -1.7 -0.3
H -2.7529 5.4940 -2.3048 -0.6 -1.5 0.3
H -2.2485 3.7121 -2.2518 -1.2 1.4 0.6
H -5.0365 4.7763 -2.8302 0.5 -1.5 0.8
H -5.0486 3.4597 -1.4376 0.8 0.7 -1.7
H -0.3830 6.0132 -0.6389 0.3 -2.1 0.7
H 5.4479 6.1385 0.9789 -1.6 0.1 -1.2
H 4.1210 7.2453 0.2437 0.8 -1.5 -0.3
H 5.6828 7.1838 -1.6718 -0.5 -1.7 0.7
H 4.9193 5.5308 -2.0542 0.6 1.0 1.4
H 7.6959 6.0743 -0.5308 -1.1 -0.7 -0.9
H 6.9039 4.4119 -0.5786 -0.3 1.6 -0.7
H 6.4987 4.8451 -3.5940 0.6 0.3 1.1
C -7.6094 0.9354 -6.3660 0.0 0.0 0.0
Cl -7.9819 0.4364 -4.7015 0.1 0.1 -0.3
Cl -6.1304 0.1167 -6.9124 -0.2 0.1 0.2
Cl -8.9609 0.4972 -7.4323 0.3 0.1 0.2
Cl -7.3576 2.6930 -6.4146 -0.1 -0.3 0.0
C -3.3440 5.5745 3.9277 -0.1 0.2 0.6
Cl -4.3547 4.5424 4.9671 0.3 0.1 -0.4
Cl -4.3400 6.8916 3.2723 0.2 -0.3 0.0
Cl -2.0143 6.2557 4.8876 -0.3 -0.2 -0.3
Cl -2.6631 4.6283 2.5812 -0.1 0.1 1.0
C 9.2987 2.4637 1.4522 0.3 0.0 0.1
Cl 9.0474 0.7297 1.1616 -0.3 0.6 0.4
Cl 9.1376 3.3471 -0.0810 0.2 -0.4 0.2
Cl 8.0820 3.0542 2.6068 0.1 -0.1 -0.2
Cl 10.9232 2.7252 2.1184 -0.5 -0.1 0.1
C 1.1000 6.4363 7.3266 0.0 0.0 0.2
Cl 0.0954 5.3942 8.3566 0.4 0.3 -0.4
Cl 0.1077 7.7602 6.6768 0.2 -0.1 0.1
Cl 2.4330 7.1114 8.2865 -0.3 -0.1 -0.2
Cl 1.7626 5.4788 5.9832 -0.1 0.1 0.2
C 14.3956 2.3047 0.0211 0.2 0.0 -0.1
Cl 12.7965 2.8260 -0.5649 0.2 -0.3 0.3
Cl 14.7412 0.6690 -0.5770 -0.2 0.5 -0.1
Cl 15.6414 3.4247 -0.5682 -0.1 -0.3 0.3
Cl 14.3995 2.2988 1.7985 -0.1 -0.1 -0.3
C 11.4867 -1.7563 -1.9085 0.1 -0.1 0.0
Cl 11.9356 -0.5486 -3.1319 -0.1 -0.2 0.2
Cl 10.5818 -0.9657 -0.5984 0.5 -0.3 -0.6
Cl 10.4684 -3.0059 -2.6556 0.2 0.1 0.1
Cl 12.9553 -2.5019 -1.2460 -0.4 0.0 -0.4
C 17.6304 4.7514 3.2294 0.0 0.0 0.0
Cl 16.0365 5.2737 2.6426 0.3 0.0 0.1
Cl 17.9753 3.1146 2.6300 -0.1 0.3 0.1
Cl 18.8753 5.8729 2.6387 -0.2 -0.2 0.1
Cl 17.6342 4.7444 5.0061 0.0 0.0 -0.3
C 14.6309 5.2125 -4.1185 0.0 -0.1 -0.1
Cl 13.6913 4.1213 -3.0773 0.2 0.5 -0.6
Cl 13.5737 6.5023 -4.7325 0.2 -0.2 0.1
Cl 15.9581 5.9311 -3.1801 -0.2 -0.1 -0.1
Cl 15.2996 4.2946 -5.4843 0.0 0.2 0.3
C -6.7789 0.9587 4.5968 -0.3 0.0 0.1
Cl -5.4352 -0.1623 4.9084 -0.1 0.2 -0.1
Cl -8.3041 0.0512 4.5948 0.2 1.4 -0.5
Cl -6.8315 2.1943 5.8720 0.0 -0.2 -0.2
Cl -6.5530 1.7420 3.0161 0.0 -0.1 0.2
C -9.0443 -3.5565 6.2051 0.1 -0.2 0.0
Cl -10.6084 -2.9779 5.5887 0.4 0.2 -0.1
Cl -8.7894 -5.2385 5.6921 0.0 0.3 0.1
Cl -7.7416 -2.5357 5.5578 -0.1 -1.3 0.6
Cl -9.0373 -3.4706 7.9813 0.1 0.1 -0.3
C -4.8477 -2.5165 -10.1114 0.0 -0.1 -0.1
Cl -5.0181 -3.9846 -11.0966 0.1 0.4 0.3
Cl -6.4500 -1.8081 -9.8181 0.2 -0.2 -0.1
Cl -4.0921 -2.9271 -8.5556 -0.1 0.1 -0.2
Cl -3.8292 -1.3410 -10.9706 -0.2 -0.2 0.2
C -0.7094 -2.5234 -5.9563 -0.1 -0.1 -0.1
Cl -1.4419 -3.7836 -4.9397 -0.1 0.3 -0.3
Cl -1.9283 -1.2883 -6.3378 0.2 -0.1 0.1
Cl 0.6450 -1.7680 -5.0841 -0.2 -0.1 -0.1
Cl -0.1113 -3.2505 -7.4619 -0.1 0.2 0.3
C -2.9455 -1.4767 1.5731 -0.1 -0.4 0.0
Cl -3.9685 -2.4515 2.6385 0.2 0.2 -0.3
Cl -3.9042 -0.1455 0.8830 0.1 0.0 0.1
Cl -1.5962 -0.8097 2.5190 -0.1 0.1 -0.1
Cl -2.3098 -2.4912 0.2621 -0.1 0.3 0.2
C -13.0302 -5.9604 6.7594 0.0 0.0 0.0
Cl -13.8468 -7.1319 7.8171 0.4 0.2 -0.1
Cl -14.1547 -4.6459 6.3524 0.2 -0.2 0.1
Cl -11.6153 -5.2900 7.5991 -0.6 -0.4 0.1
Cl -12.5070 -6.7748 5.2688 -0.1 0.2 0.5
C 12.7024 2.1137 -8.0098 0.0 0.0 0.0
Cl 12.3503 1.6036 -6.3439 0.1 0.1 -0.2
Cl 14.1729 1.2967 -8.5811 -0.3 0.1 0.1
Cl 11.3377 1.6818 -9.0626 0.2 0.1 0.2
Cl 12.9486 3.8723 -8.0498 -0.1 -0.3 0.0
C 1.3280 -6.4011 -3.0220 0.1 -0.1 0.0
Cl 1.3898 -4.7052 -3.5489 0.2 -0.3 0.2
Cl 0.8077 -7.4231 -4.3784 0.1 0.2 0.2
Cl 2.9406 -6.9124 -2.4791 -0.3 0.1 -0.1
Cl 0.1726 -6.5624 -1.6811 0.2 0.0 -0.2
C 5.9359 -1.4798 -4.4627 0.1 -0.2 -0.1
Cl 6.0487 0.2266 -4.9478 0.0 -0.2 0.1
Cl 5.3570 -2.4486 -5.8344 0.1 0.2 0.3
Cl 7.5370 -2.0600 -3.9603 -0.3 0.2 -0.1
Cl 4.7991 -1.6334 -3.1052 0.3 -0.3 -0.3
C -0.1067 1.7070 10.0895 0.1 -0.1 0.1
Cl -0.9095 0.4783 11.0896 0.1 0.3 -0.2
Cl -1.2548 3.0121 9.7194 -0.1 -0.4 0.2
Cl 1.2830 2.3743 10.9718 -0.3 -0.1 -0.2
Cl 0.4538 0.9651 8.5748 -0.1 0.1 0.2
C -15.6335 -6.8327 2.6807 0.0 0.0 0.1
Cl -16.0227 -7.2343 4.3668 0.0 0.1 -0.3
Cl -14.2128 -7.7658 2.1614 -0.2 0.2 0.1
Cl -17.0180 -7.2348 1.6420 0.2 0.1 0.2
Cl -15.2805 -5.0957 2.5513 0.0 -0.3 0.0
C -18.4842 -8.4032 7.8313 -0.1 0.0 0.0
Cl -16.7708 -7.9838 8.0516 -0.5 -0.1 -0.1
Cl -18.8195 -8.6260 6.1013 0.1 0.1 0.4
Cl -18.8428 -9.9092 8.7038 0.1 0.2 -0.1
Cl -19.5016 -7.0933 8.4682 0.2 -0.2 -0.1
C 15.3512 -2.0931 2.3317 0.0 0.1 0.1
Cl 13.7563 -1.5721 1.7447 0.3 -0.1 0.4
Cl 15.6964 -3.7298 1.7324 -0.1 0.3 0.1
Cl 16.5974 -0.9712 1.7410 -0.2 -0.3 0.2
Cl 15.3549 -2.0995 4.1085 0.0 0.0 -0.3
C -10.3466 -6.2452 1.9487 -0.1 0.1 -0.1
Cl -8.6314 -5.8260 2.1513 -0.3 -0.1 -0.1
Cl -10.6973 -6.4857 0.2238 0.1 0.0 0.3
Cl -10.6997 -7.7442 2.8382 0.2 0.2 -0.3
Cl -11.3563 -4.9272 2.5788 0.2 -0.2 -0.2
C -7.6697 -6.8376 -13.2423 -0.1 0.0 0.0
Cl -6.2451 -7.8609 -12.9573 -0.2 0.2 0.0
Cl -9.1274 -7.8520 -13.2927 0.3 0.2 0.0
Cl -7.8183 -5.6512 -11.9278 -0.1 -0.3 -0.3
Cl -7.4869 -5.9857 -14.7906 0.0 -0.1 0.3
C -20.7451 -11.5443 4.1534 0.0 -0.1 0.1
Cl -21.0319 -13.0263 3.2162 0.1 0.3 0.2
Cl -22.2894 -10.7113 4.4320 0.3 -0.1 0.0
Cl -20.0087 -11.9648 5.7152 -0.1 0.0 -0.3
Cl -19.6501 -10.4747 3.2487 -0.1 -0.2 0.1
```
Forces are in eV/Å.

## Properties
Kohn-Sham gap: 6.44 eV
total charge: +1
HOMO: -10.950 eV
largest force on an atom: 4.99 eV/A

Here are the Mulliken charges for atoms 1 to 4, given in e: number 1, C, carries -1.134; number 2, C, carries 0.887; number 3, C, carries -1.252; number 4, C, carries -0.960



Entry 2:
A molecular structure, C40H25ClN5O7S3Sn at a distorted geometry, computed with wB97M-V/def2-TZVPD.

XYZ file:
```
82
Properties=species:S:1:pos:R:3:forces:R:3
Sn -0.2161 -0.4443 -0.9139 0.2 0.1 0.6
O -2.1849 4.0522 4.6403 0.2 -0.2 0.8
C -2.5320 4.3203 3.4899 0.6 -0.6 -0.9
O -3.3637 5.1017 3.0352 -0.5 0.5 -0.3
C -1.7744 3.4570 2.3841 -0.3 0.1 0.5
C -0.7818 2.5689 2.7653 0.1 0.1 -0.3
C -0.1760 1.7620 1.8047 -0.6 0.6 0.1
N -0.5919 1.7650 0.5376 0.0 -0.4 -0.2
C -1.5692 2.5915 0.1616 0.1 0.4 0.6
C -2.1448 3.4993 1.0496 0.1 -0.3 0.0
C -1.9469 2.5377 -1.2597 -0.3 0.2 -0.5
C -3.0922 3.1664 -1.7506 0.1 -0.1 0.1
C -3.3303 3.1648 -3.1115 0.1 -0.1 0.0
C -2.4321 2.5251 -3.9503 -0.1 0.0 0.1
C -1.3602 1.8670 -3.3728 -0.1 0.1 -0.4
N -1.1174 1.8809 -2.0745 0.0 -0.2 0.4
C 0.9408 0.8625 2.1223 0.3 -0.3 0.4
C 1.4256 0.7113 3.4231 -0.1 0.0 -0.1
C 2.5074 -0.1149 3.6532 0.0 0.0 -0.2
C 3.0722 -0.7920 2.5825 0.0 0.0 0.1
C 2.5006 -0.6161 1.3350 0.4 -0.2 -0.1
N 1.4856 0.1952 1.1060 -0.4 0.0 -0.1
H -0.5396 2.5385 3.8162 0.1 0.0 0.1
H -2.8849 4.2278 0.7561 -0.1 0.0 0.0
H -3.7861 3.6359 -1.0750 -0.1 0.1 0.1
H -4.2073 3.6524 -3.5115 -0.1 0.0 0.0
H -2.5709 2.5184 -5.0189 0.0 -0.1 -0.1
H -0.6571 1.3048 -3.9665 0.1 -0.1 -0.2
H 0.9570 1.2290 4.2408 -0.1 0.1 0.1
H 2.8999 -0.2349 4.6522 0.0 0.0 0.1
H 3.9213 -1.4440 2.7153 0.1 -0.1 0.0
H 2.8653 -1.1538 0.4670 0.1 -0.1 0.0
O 2.1870 -2.5218 -6.4919 -0.5 -0.2 -0.1
C 3.1301 -1.7619 -5.9948 0.1 0.1 0.0
O 4.2593 -1.7577 -6.4328 -0.1 -0.1 -0.1
C 2.7613 -0.8936 -4.8400 0.2 0.3 0.3
C 3.6236 0.0171 -4.2388 -0.3 -0.5 -0.4
Cl 5.2045 0.3654 -4.7458 0.1 0.1 0.0
N 2.9823 0.5859 -3.1824 0.2 -0.7 -0.8
N 1.7510 0.0629 -3.0811 -0.6 0.0 0.3
C 1.5839 -0.8089 -4.0555 0.5 0.2 0.0
C 0.2468 -1.5082 -4.1879 0.0 0.1 0.2
O 0.0154 -2.1153 -5.2442 0.2 -0.3 -0.5
O -0.5324 -1.3949 -3.2226 -0.4 0.1 0.4
C 3.3839 1.5533 -2.2367 0.0 0.6 0.6
C 2.4198 2.0092 -1.3405 -0.1 -0.1 -0.1
C 2.7558 2.9088 -0.3480 0.1 0.0 -0.1
C 4.0470 3.4044 -0.2605 -0.1 0.1 0.0
C 4.9897 2.9893 -1.1843 0.0 0.0 0.1
C 4.6785 2.0575 -2.1586 0.0 -0.1 -0.1
H 1.2683 -2.3902 -6.0408 0.3 0.1 0.0
H 1.4008 1.6596 -1.4286 0.1 0.1 0.0
H 1.9925 3.2138 0.3503 -0.1 0.1 0.1
H 4.3072 4.1180 0.5075 0.0 0.0 0.0
H 5.9908 3.3897 -1.1555 0.1 0.0 0.1
H 5.4440 1.7427 -2.8446 0.0 0.0 0.1
O -1.0382 -1.5775 0.6201 0.1 0.4 -0.5
C -1.6728 -2.4057 1.5325 0.1 0.0 -0.1
C -1.8334 -1.6612 2.8353 0.0 0.3 0.0
C -1.3244 -1.9234 4.0679 -0.1 -0.2 -0.1
C -1.6311 -0.9169 5.0133 -0.1 0.2 0.2
C -2.3635 0.0944 4.4822 -0.1 0.1 -0.3
S -2.6856 -0.1574 2.8100 0.1 -0.3 0.5
C -3.0182 -2.8219 0.9939 -0.4 0.0 0.1
C -3.4030 -2.8531 -0.3090 0.2 0.1 0.0
C -4.7283 -3.3155 -0.4803 -0.2 -0.1 0.0
C -5.3277 -3.6237 0.6972 0.2 -0.1 0.4
S -4.2861 -3.3524 2.0447 -0.1 0.0 -0.6
C -0.8037 -3.6251 1.7328 0.0 -0.4 -0.1
C 0.5223 -3.6150 2.0389 -0.2 0.1 0.0
C 1.0971 -4.9037 2.0477 0.1 -0.1 0.1
C 0.2000 -5.8749 1.7488 -0.5 -0.1 -0.1
S -1.3670 -5.2315 1.4429 0.6 0.2 0.2
H -0.7696 -2.8135 4.3093 0.1 -0.1 -0.1
H -1.3271 -0.9562 6.0457 0.0 0.0 0.2
H -2.7261 0.9841 4.9608 0.0 0.2 0.1
H -2.7617 -2.5505 -1.1238 0.1 0.0 0.0
H -5.2082 -3.4195 -1.4388 -0.1 0.0 -0.1
H -6.3173 -4.0023 0.8613 -0.2 -0.1 0.0
H 1.0637 -2.7099 2.2478 0.1 0.2 0.0
H 2.1335 -5.0928 2.2673 0.2 -0.1 0.0
H 0.3677 -6.9317 1.6761 0.0 -0.2 0.0
```
Forces are in eV/Å.

## Properties
Kohn-Sham gap: 7.60 eV
total charge: -1
HOMO: -6.076 eV
largest force on an atom: 1.21 eV/A
energy above the lowest of the compared OMol25 structures with the same formula, charge and spin: 103.22 kJ/mol

Here are the Mulliken charges for atoms 1 to 4, given in e: number 1, Sn, carries 1.390; number 2, O, carries -0.722; number 3, C, carries 0.411; number 4, O, carries -0.744